The following is a DFT calculation (ωB97M-V/def2-TZVPD) of a cluster of 2 separate species, C4H12NS in total in a non-equilibrium geometry.

## Properties
Multiplicity: 1
Gap between HOMO and LUMO in Ha: 0.364
Net charge: +1
ΔE to the lowest compared entry with this formula, charge and spin in kJ/mol: 241.4
Strongest force on any atom in eV/Å: 5.05

Last column: Mulliken charge in e.
Atoms and positions in Å:
C: 0.53 -1.57 -0.40  -1.319
C: -0.41 1.06 -1.20  -0.851
C: -1.52 0.52 0.90  -0.870
C: 0.77 -0.33 0.42  0.024
N: -0.22 0.76 0.24  -0.122
S: 2.41 0.41 0.26  -0.142
H: 0.78 -1.41 -1.45  0.364
H: 1.15 -2.38 -0.03  0.450
H: -0.51 -1.90 -0.33  0.349
H: -0.97 1.99 -1.31  0.386
H: 0.56 1.18 -1.68  0.339
H: -0.96 0.26 -1.68  0.403
H: -2.19 1.35 0.69  0.360
H: -1.97 -0.40 0.53  0.359
H: -1.38 0.45 1.98  0.380
H: 0.64 -0.88 1.96  0.319
H: 0.20 1.59 0.67  0.376
H: 3.10 -0.71 0.40  0.195



The following is a DFT calculation (ωB97M-V/def2-TZVPD) of a cluster of 3 separate species, C24H49N3O9S2 in total in a non-equilibrium geometry.

## Properties
Multiplicity: 1
Gap between HOMO and LUMO in Ha: 0.284
Net charge: 0
Structure (SMILES): COC[C@@](N)(CCCSC(=S)N1CCOCC1)N=C=O.COCCOCCOC.COCCOCCOC
Strongest force on any atom in eV/Å: 11.08

Last column: Mulliken charge in e.
Atoms and positions in Å:
C: 3.28 0.82 0.70  -0.368
O: 3.79 1.05 -0.66  -0.402
C: 2.79 0.74 -1.69  -0.831
C: 2.96 -0.80 -2.29  1.571
N: 2.37 -0.75 -3.71  -0.836
C: 4.51 -1.31 -2.39  -1.334
C: 4.89 -2.54 -1.34  0.357
C: 6.32 -3.24 -1.74  -0.607
S: 6.87 -4.62 -0.60  -0.121
C: 5.41 -5.31 0.40  0.003
S: 4.16 -6.06 -0.48  -0.091
N: 5.48 -5.13 1.90  0.038
C: 4.79 -6.23 2.67  -0.650
C: 3.36 -5.69 3.30  -0.265
O: 2.63 -4.76 2.41  -0.364
C: 3.44 -3.56 2.09  0.181
C: 5.05 -3.75 2.34  -0.648
N: 2.03 -1.67 -1.47  -0.530
C: 1.46 -2.67 -2.27  0.550
O: 1.39 -3.83 -2.98  -0.488
H: 4.22 0.49 1.36  0.208
H: 2.50 -0.06 0.78  0.196
H: 2.80 1.80 1.13  0.166
H: 1.73 0.75 -1.14  0.302
H: 2.75 1.51 -2.58  0.287
H: 1.44 -0.25 -3.65  0.291
H: 2.94 -0.14 -4.33  0.295
H: 5.27 -0.41 -2.35  0.249
H: 4.64 -1.78 -3.48  0.428
H: 4.05 -3.37 -1.52  0.061
H: 4.86 -2.11 -0.24  -0.144
H: 7.10 -2.35 -1.85  0.307
H: 6.19 -3.66 -2.86  0.324
H: 5.48 -6.45 3.62  0.290
H: 4.70 -7.25 2.10  0.349
H: 3.60 -5.11 4.31  0.229
H: 2.62 -6.55 3.59  0.292
H: 3.28 -3.35 0.94  -0.111
H: 3.03 -2.58 2.65  0.248
H: 5.73 -2.97 1.78  0.315
H: 5.25 -3.62 3.51  0.248
C: -2.91 3.57 0.71  -0.787
O: -2.38 3.59 2.03  -0.300
C: -1.68 2.40 2.38  -0.461
C: -0.38 2.72 3.13  -0.311
O: 0.64 3.33 2.34  -0.401
C: 0.40 4.67 1.89  -0.253
C: 0.36 5.72 3.00  -0.605
O: -0.84 5.59 3.77  -0.269
C: -0.63 5.78 5.16  -0.826
H: -3.84 2.99 0.69  0.315
H: -3.12 4.60 0.41  0.267
H: -2.19 3.16 0.00  0.335
H: -1.44 1.80 1.49  0.245
H: -2.34 1.81 3.02  0.406
H: 0.04 1.76 3.47  0.440
H: -0.57 3.30 4.03  0.050
H: -0.48 4.71 1.25  0.074
H: 1.25 4.91 1.24  0.410
H: 0.36 6.72 2.56  0.400
H: 1.25 5.62 3.63  0.351
H: 0.26 5.27 5.51  0.384
H: -1.49 5.36 5.69  0.234
H: -0.57 6.85 5.39  0.309
C: -3.83 -0.62 -1.09  -0.810
O: -4.47 0.27 -2.00  -0.247
C: -4.42 -0.18 -3.35  -0.582
C: -5.77 0.03 -4.06  -0.276
O: -6.83 -0.82 -3.60  -0.472
C: -7.32 -0.59 -2.27  -0.250
C: -8.04 0.75 -2.08  -0.553
O: -7.11 1.83 -2.09  -0.235
C: -7.59 2.98 -2.78  -0.859
H: -2.74 -0.46 -1.13  0.287
H: -4.19 -0.39 -0.09  0.219
H: -4.07 -1.66 -1.31  0.403
H: -4.15 -1.24 -3.42  0.361
H: -3.65 0.41 -3.86  0.380
H: -5.63 -0.22 -5.11  0.419
H: -6.08 1.08 -4.04  0.068
H: -6.52 -0.73 -1.54  0.050
H: -8.05 -1.38 -2.09  0.416
H: -8.53 0.76 -1.10  0.387
H: -8.80 0.87 -2.85  0.355
H: -8.08 2.71 -3.72  0.393
H: -6.73 3.61 -3.03  0.235
H: -8.27 3.54 -2.14  0.311



The following is a DFT calculation (ωB97M-V/def2-TZVPD) of an isolated molecule of C2H2BrNO3 in a non-equilibrium geometry.

## Properties
Multiplicity: 1
Gap between HOMO and LUMO in Ha: 0.407
Net charge: 0
Structure (SMILES): O=C(Br)C[N+](=O)[O-]
ΔE to the lowest compared entry with this formula, charge and spin in kJ/mol: 93.4
Strongest force on any atom in eV/Å: 3.50

Last column: Mulliken charge in e.
Atoms and positions in Å:
O: 1.29 2.41 -0.21  -0.381
C: 1.25 1.25 -0.06  0.614
Br: 2.84 0.13 0.00  -0.162
C: 0.03 0.39 0.20  -0.619
N: -1.21 1.16 0.07  0.889
O: -1.83 1.28 1.11  -0.534
O: -1.37 1.64 -1.01  -0.493
H: 0.02 -0.32 1.16  0.364
H: -0.10 -0.36 -0.60  0.322



The following is a DFT calculation (ωB97M-V/def2-TZVPD) of an isolated molecule of C3H6N2OS in a non-equilibrium geometry.

## Properties
Multiplicity: 1
Gap between HOMO and LUMO in Ha: 0.313
Net charge: 0
Structure (SMILES): C=CN(S)/C=N\O
ΔE to the lowest compared entry with this formula, charge and spin in kJ/mol: 531.6
Strongest force on any atom in eV/Å: 4.65

Last column: Mulliken charge in e.
Atoms and positions in Å:
C: 2.29 0.13 1.01  -0.837
C: 1.43 0.10 -0.07  0.145
N: 0.03 -0.15 0.08  -0.019
S: -0.46 -0.79 1.59  -0.165
C: -0.67 0.34 -1.04  0.246
N: -1.82 0.22 -1.50  -0.423
O: -2.64 -0.57 -0.54  -0.400
H: 3.35 0.29 0.78  0.227
H: 1.95 -0.08 2.09  0.222
H: 1.76 0.24 -1.16  0.222
H: -1.86 -0.01 1.42  0.213
H: 0.04 0.92 -1.65  0.247
H: -3.41 -0.62 -1.02  0.320



The following is a DFT calculation (ωB97M-V/def2-TZVPD) of an isolated molecule of C3H2N4O in a non-equilibrium geometry.

## Properties
Multiplicity: 1
Gap between HOMO and LUMO in Ha: 0.334
Net charge: 0
Structure (SMILES): O=Cc1ncnnn1
ΔE to the lowest compared entry with this formula, charge and spin in kJ/mol: 299.7
Strongest force on any atom in eV/Å: 7.78

Last column: Mulliken charge in e.
Atoms and positions in Å:
O: 2.82 -0.06 0.67  -0.473
C: 1.84 0.34 -0.10  -0.083
C: 0.41 0.28 0.03  0.617
N: -0.26 -0.29 1.24  -0.344
C: -1.50 -0.27 0.91  0.113
N: -2.04 -0.32 -0.38  -0.084
N: -1.34 -0.20 -1.39  -0.193
N: -0.17 0.59 -1.06  -0.221
H: 2.02 0.45 -1.18  0.314
H: -2.24 -0.52 1.79  0.355



The following is a DFT calculation (ωB97M-V/def2-TZVPD) of an isolated molecule of CH3NO2S in a non-equilibrium geometry.

## Properties
Multiplicity: 1
Gap between HOMO and LUMO in Ha: 0.369
Net charge: 0
Structure (SMILES): O=[N+]([O-])CS
ΔE to the lowest compared entry with this formula, charge and spin in kJ/mol: 323.3
Strongest force on any atom in eV/Å: 5.40

Last column: Mulliken charge in e.
Atoms and positions in Å:
O: 1.55 -0.51 -0.25  -0.571
N: 0.64 -0.08 -0.88  0.911
O: 0.46 0.03 -2.03  -0.528
C: -0.67 0.31 0.13  -0.412
S: -0.19 0.03 1.82  -0.204
H: -0.92 1.27 -0.22  0.314
H: -1.61 -0.20 -0.13  0.303
H: 0.76 -0.87 1.55  0.187



The following is a DFT calculation (ωB97M-V/def2-TZVPD) of a structure of composition C29H37As2CrN4O2S2.

## Properties
Multiplicity: 4
Gap between HOMO and LUMO (spin up / spin down) in Ha: 0.267 / 0.267
Net charge: +2
ΔE to the lowest compared entry with this formula, charge and spin in kJ/mol: 0.3
Strongest force on any atom in eV/Å: 0.31
<S²>: 3.814

Last column: Mulliken charge in e.
Atoms and positions in Å:
Cr: 1.60 -0.65 1.21  -0.185
N: 2.12 -2.49 0.24  -0.317
N: 3.50 -2.37 -0.04  -0.241
C: 4.24 -1.45 0.74  0.607
O: 5.42 -1.56 0.85  -0.593
O: 3.48 -0.53 1.31  -0.500
H: 1.93 -3.32 0.79  0.325
H: 1.61 -2.57 -0.64  0.320
H: 3.99 -3.22 -0.27  0.292
C: 3.25 -2.68 3.86  -1.276
As: 1.67 -1.61 3.55  1.185
C: 0.22 -2.68 4.26  -1.191
C: 1.83 -0.15 4.81  0.121
C: 1.98 -0.42 6.17  -0.662
C: 2.10 0.63 7.07  -0.824
C: 2.07 1.94 6.62  -0.787
C: 1.92 2.21 5.27  -0.653
C: 1.79 1.17 4.36  0.143
As: 1.62 1.53 2.47  1.396
C: 3.16 2.60 2.03  -1.211
C: 0.12 2.74 2.34  -1.148
H: 3.32 -2.93 4.92  0.472
H: 4.12 -2.11 3.55  0.376
H: 3.18 -3.60 3.29  0.425
H: 0.44 -2.94 5.29  0.452
H: 0.12 -3.59 3.67  0.428
H: -0.70 -2.11 4.21  0.372
H: 2.02 -1.44 6.53  0.321
H: 2.22 0.42 8.12  0.420
H: 2.16 2.76 7.32  0.416
H: 1.90 3.24 4.93  0.334
H: 3.22 3.45 2.71  0.466
H: 3.06 2.95 1.01  0.390
H: 4.04 1.97 2.12  0.366
H: 0.29 3.60 2.99  0.458
H: -0.79 2.23 2.64  0.364
H: 0.03 3.09 1.31  0.327
S: -0.79 -0.86 1.03  -0.441
C: -1.18 -0.14 -0.45  0.183
N: -2.32 -0.33 -1.06  0.260
C: -2.67 0.45 -2.26  -0.611
C: -2.10 1.83 -2.12  -0.995
N: -0.65 1.74 -1.88  0.316
C: 0.18 2.73 -2.59  -1.392
C: 0.16 2.48 -4.07  0.611
C: -0.45 3.39 -4.93  -0.296
C: -0.48 3.15 -6.30  -0.650
C: 0.08 1.99 -6.81  -0.455
C: 0.69 1.08 -5.96  -0.789
C: 0.73 1.32 -4.59  -0.130
C: -0.18 0.79 -1.11  0.625
S: 1.48 0.53 -0.88  -0.252
C: -3.33 -1.32 -0.59  -0.811
C: -3.98 -2.02 -1.75  0.318
C: -5.33 -1.83 -2.03  -0.300
C: -5.91 -2.48 -3.10  -0.695
C: -5.15 -3.31 -3.91  -0.449
C: -3.80 -3.50 -3.64  -0.674
C: -3.22 -2.86 -2.56  -0.215
H: -3.75 0.48 -2.33  0.607
H: -2.28 -0.06 -3.15  0.343
H: -2.56 2.39 -1.31  0.306
H: -2.24 2.38 -3.05  0.476
H: 1.19 2.68 -2.18  0.560
H: -0.25 3.71 -2.36  0.442
H: -0.88 4.30 -4.53  0.414
H: -0.95 3.86 -6.96  0.406
H: 0.06 1.80 -7.87  0.408
H: 1.15 0.18 -6.36  0.435
H: 1.23 0.62 -3.93  0.389
H: -4.07 -0.77 0.01  0.358
H: -2.81 -2.02 0.06  0.453
H: -5.92 -1.19 -1.39  0.407
H: -6.97 -2.34 -3.31  0.406
H: -5.61 -3.82 -4.75  0.407
H: -3.21 -4.16 -4.27  0.415
H: -2.17 -3.02 -2.34  0.421



The following is a DFT calculation (ωB97M-V/def2-TZVPD) of a structure of composition C3H9InNOS in a non-equilibrium geometry.

## Properties
Multiplicity: 1
Gap between HOMO and LUMO in Ha: 0.293
Net charge: -1
Strongest force on any atom in eV/Å: 8.12

Last column: Mulliken charge in e.
Atoms and positions in Å:
N: 2.23 -0.86 -0.77  -0.597
C: 1.87 0.58 -0.49  0.309
O: 2.66 1.53 -1.06  -0.532
C: 0.59 1.12 0.38  -0.085
C: -0.22 -0.04 1.22  -0.937
In: -1.73 -1.19 -0.09  0.678
S: -3.18 0.62 -1.14  -0.610
H: 2.19 -1.37 0.14  0.318
H: 1.52 -1.22 -1.45  0.298
H: -0.18 1.62 -0.38  0.037
H: 0.94 1.96 1.11  0.256
H: -0.90 0.54 2.01  0.240
H: 0.49 -0.79 1.80  0.231
H: -0.88 -2.15 -1.35  -0.352
H: -2.81 -2.22 0.96  -0.294
H: -2.58 1.88 -0.90  0.040